DFT (wB97M-V/def2-TZVPD) results for the ion C2H5N2S with charge +1 in a non-equilibrium geometry.

The geometry in ORCA input format:
```
! RIJCOSX wB97M-V def2-TZVPD def2/J DEFGRID3
* xyz 1 1
S -1.719 -0.245 0.007
N 0.848 -0.200 -0.043
N -0.805 1.201 -0.104
C 0.435 1.016 -0.005
C -0.165 -1.269 -0.146
H 1.568 -0.615 0.536
H -0.059 -1.844 0.807
H -1.185 2.135 -0.126
H 1.226 1.740 0.056
H -0.146 -1.920 -0.981
*
```

Summary:
- Energy relative to the best compared isomer or geometry (same formula, charge and spin): 0.388 eV
- SMILES: C1=[NH+]CSN1
- HOMO energy: -13.9 eV
- LUMO: -4.03 eV
- Orbital gap: 0.3612 hartree

Here are the Mulliken charges for atoms 1 to 2, given in e: number 1, S, carries 0.041; number 2, N, carries -0.204